Below is CH4N3 as an isolated structure in a non-equilibrium geometry, with properties calculated with the ωB97M-V functional and the def2-TZVPD basis.

Last column: Löwdin charge in e.
Geometry (Å):
1 H 0.746339 0.728544 0.062922  0.183
2 C -0.430972 -1.207693 1.278772  -0.081
3 H -0.592163 1.076721 -0.933281  0.133
4 N -1.029939 -0.296907 0.350921  -0.097
5 H 0.191726 -0.396658 -1.596651  0.363
6 N -1.068390 -1.845607 0.426277  0.246
7 N -0.078634 0.349531 -0.475420  0.120
8 H 0.049274 -1.166531 2.220602  0.133

Atoms 1-3, force components in eV/Å:
H -0.62 -0.55 -1.05
C -1.51 0.26 -1.04
H -0.33 1.01 -0.13

Computed properties:
Total charge: +1
Max |F|: 5.7 eV Å⁻¹
Frontier orbital gap: 10.68 eV
Energy above the lowest of the compared OMol25 structures with the same formula, charge and spin: 129.4 kcal/mol
DFT total energy: -204.29946 a.u.

---

Below is C20H42OP2PdSi as an isolated structure in a non-equilibrium geometry, with properties calculated with the ωB97M-V functional and the def2-TZVPD basis.

Last column: Löwdin charge in e.
Geometry (Å):
1 H 2.017523 -0.833116 3.592837  0.074
2 H -1.297832 -0.286777 -3.246696  0.047
3 C -2.079398 1.810814 3.203346  -0.070
4 H 0.726598 3.458185 -3.336926  0.084
5 H -3.939395 1.509211 -3.512626  0.030
6 H -0.770659 -3.429519 3.057691  0.094
7 C 0.435425 1.030799 2.236789  -0.083
8 H -4.391395 2.541923 0.129605  0.050
9 C -2.421624 0.093667 -0.152402  -0.190
10 H 1.447926 1.910580 -3.047029  0.051
11 C -1.658041 0.456459 3.232634  -0.057
12 C 3.818672 1.425889 -0.420503  -0.248
13 H -3.778159 3.595306 -1.174885  0.048
14 C -3.867464 0.827659 -2.656933  -0.340
15 C 4.304448 -1.446781 0.166397  -0.316
16 H -1.428911 -2.170125 4.231075  0.091
17 O -1.564623 2.129262 -2.067636  -0.271
18 H -2.761478 3.243869 0.241032  0.034
19 H 0.287098 -4.065478 -2.017526  0.013
20 H 1.738610 -2.424616 1.693777  0.040
21 H 4.204490 -1.162448 1.230105  0.042
22 H 0.423375 -4.446245 0.605659  -0.015
23 C 0.051879 -1.480132 2.801134  -0.526
24 H 3.209782 2.121140 -1.013690  0.040
25 Pd 1.754592 -1.192765 0.182922  0.361
26 H 5.302278 -1.320552 -0.242494  0.023
27 H -3.221928 0.085480 0.602337  0.040
28 H 0.648710 -0.530687 -0.279863  -0.103
29 H 0.761142 -1.191530 4.849823  0.098
30 H 4.879681 1.444076 -0.707017  0.048
31 C -0.054651 -3.063597 -1.703330  -0.290
32 H -2.355648 -0.260919 3.681482  0.103
33 H -3.522494 -0.153126 -3.022015  0.003
34 H 3.324316 -1.668395 -2.754346  0.057
35 C 1.183847 -1.494424 3.867837  -0.056
36 H -3.020748 2.102857 3.607628  0.085
37 C -1.206878 2.781948 2.628467  -0.108
38 C -0.845085 0.547780 -3.757619  -0.084
39 H 4.665646 -0.433475 -2.678353  0.045
40 H 1.588710 -2.517176 3.915175  0.086
41 P -2.784618 1.425779 -1.352727  0.803
42 H 0.658206 -2.326063 -2.115290  -0.021
43 H 0.147007 0.153790 -4.017423  0.074
44 H -1.940157 -2.233714 2.448024  0.061
45 H 0.744952 2.775290 -1.762658  0.057
46 H -1.347050 0.673007 -4.714288  0.069
47 C -1.135045 -2.376708 3.187882  -0.094
48 Si -0.202371 -3.152719 0.223128  0.540
49 H -1.038358 -2.885815 -2.161741  -0.005
50 H 1.463252 0.780538 1.926932  0.074
51 C 0.633157 -2.200389 1.568000  -0.404
52 H -1.480854 0.152232 0.428733  0.022
53 C -3.488339 2.816671 -0.456255  -0.221
54 H 3.875180 -2.458725 0.001452  0.039
55 C 3.586909 -0.614450 -2.573964  -0.250
56 C -0.416563 0.036274 2.734021  -0.190
57 H 0.704315 3.122195 1.693832  0.102
58 H -1.659114 -3.087692 0.455993  -0.024
59 P 3.372224 -0.240120 -0.844926  0.601
60 H -4.879672 0.699921 -2.237692  0.016
61 H -1.526410 3.814927 2.599181  0.091
62 C -0.736168 1.949933 -3.215788  -0.239
63 H -2.431185 -0.916068 -0.608100  0.028
64 C 0.592473 2.520156 -2.778900  -0.052
65 C 0.033016 2.375278 2.140394  -0.090
66 H 3.678239 1.589675 0.659011  0.052
67 H 2.988633 0.061771 -3.192705  0.033

Atoms 1-3, force components in eV/Å:
H -0.35 -0.05 0.05
H -0.53 0.30 0.85
C 2.36 -0.38 -0.93

Computed properties:
<S²>: 6.0115
Total charge: 0
Max |F|: 6.5 eV Å⁻¹
Frontier orbital gap (spin up / spin down): 2.26 / 6.78 eV
Energy above the lowest of the compared OMol25 structures with the same formula, charge and spin: 82.4 kcal/mol
DFT total energy: -1962.13327 a.u.
2S+1: 5

---

Below is a 2-piece molecular cluster, C2H4BrN overall in a non-equilibrium geometry, with properties calculated with the ωB97M-V functional and the def2-TZVPD basis.

Last column: Löwdin charge in e.
Geometry (Å):
1 Br 1.831588 2.471537 -1.300495  0.555
2 C 2.957109 1.141196 -0.724260  -0.442
3 H -0.740309 -0.289876 1.352924  0.102
4 H -0.622659 0.054530 -0.521213  0.026
5 N 1.017502 -0.785901 0.253079  -0.004
6 C -0.169147 0.134539 0.415538  -0.231
7 H 0.069023 1.176219 0.657509  0.022
8 H 1.171348 -0.858739 -0.742599  -0.028

Atoms 1-3, force components in eV/Å:
Br 0.29 -0.22 0.10
C -0.31 0.17 -0.09
H 0.68 0.86 -2.08

Computed properties:
Total charge: 0
Max |F|: 3.7 eV Å⁻¹
Frontier orbital gap (spin up / spin down): 8.93 / 7.26 eV
Energy above the lowest of the compared OMol25 structures with the same formula, charge and spin: 158.3 kcal/mol
DFT total energy: -2707.10684 a.u.